{"formula": "C9H36N18O9", "method": "ωB97M-V/def2-TZVPD", "symbols": ["H", "H", "C", "N", "H", "N", "H", "N", "H", "H", "H", "H", "C", "C", "H", "H", "H", "H", "H", "H", "H", "N", "H", "H", "H", "O", "O", "N", "H", "C", "H", "O", "O", "N", "H", "N", "H", "H", "H", "N", "H", "N", "H", "O", "O", "N", "N", "N", "N", "C", "H", "H", "H", "H", "H", "C", "H", "C", "N", "C", "H", "C", "H", "O", "H", "N", "O", "H", "N", "N", "O", "N"], "positions_angstrom": [[-24.784130, 17.833242, 11.238704], [-24.199525, 13.007043, 10.198200], [-19.479126, 17.126044, 21.333217], [-20.804197, 17.304925, 21.461012], [-25.352330, 17.927926, 15.081347], [-26.694191, 17.622875, 17.104529], [-28.658538, 18.475638, 16.196122], [-22.903647, 14.978852, 12.330625], [-18.835518, 13.581931, 12.253113], [-27.422947, 16.982874, 16.853118], [-18.987573, 18.675395, 22.710168], [-28.785693, 19.871885, 17.334823], [-23.123171, 12.692163, 19.373370], [-22.914928, 16.416424, 16.791410], [-24.279298, 17.036254, 18.805571], [-21.510862, 12.526803, 20.597520], [-17.972412, 15.079306, 12.527112], [-25.173050, 17.132023, 22.565363], [-17.428561, 16.985569, 19.326016], [-24.154993, 14.408365, 19.654380], [-21.218710, 16.726481, 15.699620], [-23.709213, 13.446803, 10.954734], [-21.155053, 18.118154, 21.935167], [-21.342555, 16.544931, 21.079050], [-25.755929, 17.344953, 17.375745], [-23.473446, 16.143683, 20.998857], [-23.066116, 11.609085, 18.785950], [-24.054784, 13.580264, 19.089704], [-21.299153, 14.283121, 14.577368], [-23.424546, 14.725680, 11.108454], [-22.756626, 15.963943, 12.503681], [-16.243260, 17.195546, 16.404834], [-23.723878, 15.597935, 10.301501], [-18.725904, 18.046008, 21.969662], [-18.872734, 17.425128, 18.081346], [-25.413355, 18.110185, 11.980474], [-25.638703, 17.802560, 19.596193], [-18.738104, 17.520915, 16.296090], [-21.150343, 16.487111, 17.800259], [-18.726039, 14.449686, 12.746197], [-26.638822, 18.544555, 13.949079], [-28.349935, 19.042561, 16.963401], [-22.432458, 14.052825, 20.637252], [-19.890219, 16.095123, 13.835795], [-23.703816, 17.555868, 13.437344], [-20.552035, 13.962169, 13.985388], [-18.353717, 17.487130, 17.223185], [-22.274927, 13.111545, 20.311631], [-22.151436, 16.427758, 17.896148], [-24.848425, 17.918559, 13.203099], [-17.815862, 17.640950, 22.149775], [-22.374573, 16.213994, 18.855929], [-22.736540, 16.891267, 14.833240], [-26.111738, 18.830285, 11.966893], [-23.089020, 14.435424, 13.153989], [-17.036786, 17.192137, 17.319805], [-16.051044, 16.168301, 18.797689], [-24.348466, 17.020120, 20.855964], [-24.698901, 17.442462, 19.628527], [-27.076892, 18.890185, 17.378009], [-25.579785, 18.481855, 21.518579], [-19.707698, 14.911446, 13.540067], [-23.293490, 12.916292, 11.702401], [-24.131457, 16.690126, 16.841930], [-20.374744, 13.002864, 13.746449], [-22.210897, 16.608451, 15.654240], [-26.451412, 19.758526, 18.003167], [-24.729053, 13.322005, 18.390832], [-25.712809, 18.249348, 14.192741], [-16.733780, 16.878575, 18.595339], [-19.037147, 16.388151, 20.440135], [-24.944094, 17.756264, 21.801227]], "forces_ev_per_angstrom": [[-0.5, 0.5, -0.6], [0.1, 0.4, -0.1], [-1.3, 1.1, -2.4], [0.0, -0.6, 0.2], [-0.9, 0.4, 0.4], [1.3, 0.2, 0.4], [-0.6, 0.4, 0.1], [1.0, 1.3, 0.5], [0.3, 0.1, 0.0], [0.4, -0.4, 0.1], [-0.7, -0.4, 0.0], [-0.4, -0.1, -0.8], [0.6, -2.4, -1.1], [-0.1, 3.7, -0.3], [-0.2, 0.0, -0.3], [0.0, 0.2, 0.0], [-0.2, -0.1, -0.2], [-0.2, 0.9, 0.5], [0.0, -0.4, -0.3], [-0.3, 0.1, -0.2], [0.3, -0.2, -0.5], [0.2, -2.6, 0.5], [-0.5, -0.5, 0.1], [-0.8, 0.6, 0.2], [-0.3, -0.4, -0.6], [-0.6, 0.1, 0.7], [0.3, 0.2, 0.4], [-1.9, 1.7, -0.6], [0.0, -0.3, 0.0], [-1.6, 1.9, -0.2], [-0.1, 0.0, 0.2], [0.1, -0.2, -0.5], [0.5, 0.2, -0.2], [2.5, -0.2, 0.9], [-0.5, -0.1, -0.4], [1.2, -0.8, 0.0], [0.2, 0.3, -0.8], [-0.3, 0.3, 0.1], [0.0, -0.2, -0.3], [0.9, 0.1, -0.4], [-0.1, -0.3, 0.7], [-0.8, 1.2, 0.2], [0.6, -0.2, 0.5], [0.7, -0.4, 0.0], [0.1, -0.5, -0.4], [-0.1, -0.6, 0.2], [-0.6, 0.5, -0.6], [0.8, 0.5, 1.0], [1.8, -0.8, 1.4], [-0.9, 1.0, 0.2], [0.3, 0.5, -0.2], [-0.9, -0.1, -0.3], [0.1, 0.2, -0.1], [0.1, -0.1, -0.9], [-0.1, -0.2, -0.3], [0.2, -0.3, -0.1], [0.3, 0.3, -0.3], [1.6, -0.1, -2.7], [-0.5, -0.1, 0.0], [0.4, 0.3, 1.2], [-0.2, -0.2, 0.2], [-1.0, 1.3, 0.4], [-0.4, -0.8, -0.5], [-0.2, -1.7, 0.0], [-0.4, 0.0, 0.5], [-0.6, -1.2, 0.1], [-0.4, -1.2, -0.7], [0.0, 0.2, 0.2], [1.2, -0.4, 0.4], [0.9, -0.2, 2.1], [0.4, -0.4, 1.3], [0.0, -1.0, 2.2]], "lowdin_charge": [0.101, 0.114, -0.672, 0.172, 0.075, 0.143, 0.094, 0.154, 0.099, 0.107, 0.103, 0.111, -0.742, -0.601, 0.052, 0.114, 0.114, 0.120, 0.046, 0.067, 0.076, 0.158, 0.110, 0.068, 0.043, -0.037, -0.001, 0.165, 0.083, -0.715, 0.074, 0.035, 0.015, 0.156, 0.070, 0.166, 0.088, 0.094, 0.093, 0.163, 0.095, 0.138, 0.068, 0.000, 0.009, 0.149, 0.158, 0.172, 0.186, -0.645, 0.112, 0.069, 0.058, 0.098, 0.091, -0.716, 0.105, -0.660, 0.191, -0.696, 0.111, -0.695, 0.096, -0.050, 0.101, 0.189, 0.011, 0.115, 0.165, 0.143, -0.013, 0.168], "e_above_lowest_kcal_mol": 58.9, "multiplicity": 1, "total_energy_ev": -55174.5807}